1.
A structure of composition C46H41AsN5O9S2Zr in a non-equilibrium geometry, computed with the ωB97M-V functional and the def2-TZVPD basis.

Each line ends with the Mulliken charge.
Positions of all 105 atoms, in Å:
Zr1 -0.9596 0.7517 -0.3560  -1.96
O1 -2.3240 -2.1349 -2.4376  -0.56
C1 -2.4744 -1.0804 -1.8680  0.97
O2 -1.7810 -0.0055 -2.0825  -0.36
C2 -3.5343 -0.7725 -0.8131  0.24
C3 -4.8990 -1.0143 -0.8470  -0.54
C4 -5.7304 -0.1784 -0.1007  -0.65
C5 -5.2108 0.9911 0.4514  -1.06
C6 -3.8329 1.1647 0.4246  0.20
N1 -3.0372 0.1963 -0.0335  1.28
C7 -3.0501 2.4898 0.4094  0.50
O3 -3.3746 3.4552 1.0499  -0.61
O4 -2.0763 2.4100 -0.4545  -0.64
H1 -5.2956 -1.7905 -1.4812  0.65
H2 -6.7920 -0.3602 -0.0538  0.52
H3 -5.8518 1.7665 0.8409  0.59
C8 3.7842 2.4076 2.2170  -1.06
N2 2.7341 1.5753 1.6685  0.57
C9 2.6313 0.2400 2.2117  -0.83
C10 1.9036 2.0072 0.7434  -0.17
C11 2.0457 3.4234 0.2986  -1.43
O5 1.0228 1.2306 0.2273  0.86
H4 4.3038 1.8559 2.9919  0.41
H5 3.4103 3.3437 2.6616  0.48
H6 4.5020 2.6785 1.4436  0.31
H7 2.4143 0.2939 3.2809  0.42
H8 3.5801 -0.2801 2.0726  0.59
H9 1.8363 -0.3070 1.6987  -0.27
H10 3.0601 3.6161 -0.0461  0.57
H11 1.8833 4.1009 1.1409  0.15
H12 1.3438 3.6470 -0.5031  0.17
O6 3.2346 5.0515 3.2068  -0.71
S1 2.4419 6.0565 3.9072  1.15
O7 1.1327 6.2246 3.2800  -0.70
O8 3.1414 7.2331 4.3235  -0.65
C12 1.7194 5.2031 5.3809  0.21
N3 1.1528 5.8643 6.3641  -0.52
C13 0.1298 5.2868 6.9713  -0.29
C14 -0.5155 4.1806 6.4193  -0.82
C15 0.1199 3.6097 5.3240  -0.17
N4 1.3268 4.0342 4.9225  -0.33
C16 -0.4559 2.7812 4.2617  0.95
C17 -0.9465 1.4802 4.2857  -1.27
C18 -1.2415 0.8678 3.0793  -0.46
N5 -1.0759 1.4429 1.8812  1.08
C19 -0.6676 2.7282 1.8811  -0.41
C20 -0.3609 3.4249 3.0192  -0.67
H13 -0.2630 5.7934 7.8419  0.43
H14 -1.4878 3.8590 6.7581  0.43
H15 -1.0839 0.9496 5.2162  0.56
H16 -1.6230 -0.1483 3.0607  0.60
H17 -0.5983 3.2341 0.9239  0.44
H18 -0.0279 4.4568 2.9718  0.72
C21 2.7484 2.9323 -3.5306  -0.81
C22 1.4167 2.9222 -3.1420  -0.51
C23 0.8534 1.7772 -2.5952  0.43
C24 1.6253 0.6234 -2.4581  0.77
C25 2.9598 0.6418 -2.8496  -0.85
C26 3.5229 1.7958 -3.3712  -0.89
As1 0.6980 -0.9924 -1.8340  2.36
C27 0.4649 -1.5650 -3.7010  0.58
C28 -0.3342 -0.9406 -4.6414  -0.40
C29 -0.3438 -1.3946 -5.9506  -1.01
C30 0.4593 -2.4617 -6.3200  -0.84
C31 1.2689 -3.0889 -5.3895  -0.70
C32 1.2830 -2.6458 -4.0709  -0.14
C33 2.1304 -3.1605 -2.9916  0.88
C34 2.9173 -4.3050 -3.0401  -0.67
C35 3.6822 -4.6662 -1.9440  -0.91
C36 3.6800 -3.8950 -0.7917  -0.71
C37 2.8893 -2.7578 -0.7240  -1.08
C38 2.1272 -2.3727 -1.8204  0.30
H19 3.1790 3.8241 -3.9591  0.44
H20 0.8110 3.8054 -3.2787  0.52
H21 -0.2184 1.7765 -2.3165  0.13
H22 3.5535 -0.2621 -2.7572  0.47
H23 4.5632 1.8083 -3.6607  0.48
H24 -0.9605 -0.1023 -4.3600  0.43
H25 -0.9768 -0.9197 -6.6860  0.47
H26 0.4658 -2.7948 -7.3466  0.43
H27 1.8928 -3.9137 -5.7004  0.44
H28 2.9250 -4.9233 -3.9248  0.46
H29 4.2779 -5.5640 -1.9876  0.41
H30 4.2890 -4.1824 0.0516  0.48
H31 2.8843 -2.1378 0.1674  0.45
C39 -4.1020 -5.8623 -2.3020  -1.65
C40 -3.3780 -5.0047 -1.3192  1.08
C41 -2.0153 -4.7525 -1.4490  -0.85
C42 -1.3594 -3.9095 -0.5725  -0.18
C43 -2.0741 -3.3274 0.4617  0.74
C44 -3.4313 -3.5834 0.6259  -0.59
C45 -4.0749 -4.4217 -0.2617  -0.82
S2 -1.3370 -2.1547 1.6010  0.26
C46 0.1017 -3.1610 2.1115  -1.02
O9 -0.7035 -1.0824 0.7038  0.26
H32 -3.4138 -6.2868 -3.0257  0.38
H33 -4.8455 -5.2722 -2.8382  0.34
H34 -4.6306 -6.6699 -1.7974  0.42
H35 -1.4639 -5.1956 -2.2620  0.39
H36 -0.3089 -3.6902 -0.7354  -0.09
H37 -3.9693 -3.1257 1.4450  0.45
H38 -5.1289 -4.6263 -0.1375  0.46
H39 0.7594 -3.3010 1.2579  0.17
H40 -0.2645 -4.1188 2.4652  0.53
H41 0.6218 -2.6505 2.9170  0.39

Values from the calculation:
Net charge = +1
LUMO level = -3.96 eV
Kohn-Sham gap = 6.168 eV
Highest occupied orbital energy = -10.1 eV


2.
An isolated molecule of CH4N3P in a non-equilibrium geometry, computed with the ωB97M-V functional and the def2-TZVPD basis.

Each line ends with the Mulliken charge.
Positions of all 9 atoms, in Å:
C1 -0.2699 0.2662 0.8594  -0.50
N1 -1.2910 -0.8827 0.5840  -0.22
N2 -1.2180 -1.2917 -0.5871  -0.11
N3 -0.3928 -0.8061 -1.4350  -0.31
P1 0.7275 0.1860 -0.6294  0.26
H1 -0.7912 1.1725 0.9138  0.33
H2 0.2790 -0.0447 1.7648  0.33
H3 2.0166 -0.0024 -0.1182  0.11
H4 0.9399 1.4028 -1.3523  0.11

Values from the calculation:
LUMO level = 0.17 eV
Kohn-Sham gap = 8.977 eV
SMILES = C1N=NN=[PH2]1
Highest occupied orbital energy = -8.8 eV


3.
A structure of composition C13H10AsBrF6N4O2PdS2 in a non-equilibrium geometry, computed with the ωB97M-V functional and the def2-TZVPD basis.

Each line ends with the Mulliken charge.
Positions of all 40 atoms, in Å:
Pd1 -0.3268 0.9484 0.4651  0.33
N1 2.0705 0.3827 -2.1624  -0.19
C1 2.5306 0.2176 -0.9428  0.66
N2 1.7757 0.1351 0.1362  -0.05
C2 2.4937 -0.0061 1.2968  0.16
C3 3.8699 -0.0499 1.0876  -0.17
S1 4.2708 0.0832 -0.5480  0.08
C4 1.7482 -0.0778 2.5155  0.11
C5 2.1950 -0.2388 3.8239  -0.13
S2 0.9202 -0.2700 4.9312  0.06
C6 -0.2331 -0.0551 3.5802  0.66
N3 0.3821 0.0302 2.4158  -0.06
N4 -1.5367 0.0037 3.7354  -0.19
H1 1.0712 0.5061 -2.3226  0.13
H2 2.6820 0.4407 -2.9689  0.29
H3 4.6299 -0.1411 1.8440  0.42
H4 3.2140 -0.3321 4.1561  0.43
H5 -1.9817 -0.0871 4.6409  0.26
H6 -2.1307 0.1464 2.9180  0.20
F1 0.7330 2.7882 1.5193  -0.49
As1 -0.0644 4.0845 0.3279  2.09
F2 -1.5519 2.8967 0.6212  -0.53
F3 -0.5698 5.0225 1.6143  -0.37
F4 -0.9254 4.7765 -0.9384  -0.39
F5 1.4666 4.7159 0.0495  -0.39
F6 0.4120 2.6044 -0.8995  -0.51
Br1 -7.9168 -0.7859 0.1558  0.14
C7 -6.4749 0.0393 -0.7377  0.00
C8 -6.7318 0.8702 -1.8436  -0.27
C9 -5.6754 1.4695 -2.4980  -0.70
C10 -4.3664 1.2607 -2.0636  -0.33
C11 -4.1125 0.4528 -0.9379  0.35
C12 -5.1570 -0.1664 -0.2757  -0.05
C13 -2.7026 0.3410 -0.4404  0.95
O1 -1.7346 0.5215 -1.2184  -0.69
O2 -2.4661 0.1222 0.7790  -0.71
H7 -7.7480 1.0379 -2.1695  0.47
H8 -5.8559 2.1138 -3.3475  0.45
H9 -3.5424 1.7302 -2.5838  0.48
H10 -4.9736 -0.8075 0.5746  0.52

Values from the calculation:
Net charge = +3
LUMO level (spin up / spin down) = -13.88 / -13.88 eV
Kohn-Sham gap (spin up / spin down) = 3.981 / 3.957 eV
Multiplicity = 2
Highest occupied orbital energy (spin up / spin down) = -17.9 / -17.8 eV


4.
An isolated molecule of C3H5N3 in a non-equilibrium geometry, computed with the ωB97M-V functional and the def2-TZVPD basis.

Each line ends with the Mulliken charge.
Positions of all 11 atoms, in Å:
N1 1.9573 -0.1162 0.2611  -0.45
C1 0.6285 -0.2875 -0.0377  0.50
C2 -0.1077 0.8319 -0.3365  -0.53
N2 -1.4110 0.4432 -0.0955  -0.08
C3 -1.3741 -0.8645 0.2347  -0.17
N3 -0.1546 -1.3649 0.2451  -0.62
H1 2.6938 -0.7450 0.0001  0.23
H2 2.0748 0.8818 0.2538  0.21
H3 0.1411 1.5809 -1.0696  0.31
H4 -2.1782 1.0744 0.0574  0.21
H5 -2.2738 -1.4066 0.4817  0.38

Values from the calculation:
LUMO level = 1.05 eV
Kohn-Sham gap = 8.792 eV
SMILES = Nc1c[nH]cn1
Highest occupied orbital energy = -7.7 eV